one:
Entry from the Open Molecules 2025 dataset: a gas-phase ion, C4H13N2 (charge +1) (wB97M-V/def2-TZVPD).

```
19
Properties=species:S:1:pos:R:3:nbo_charge:R:1
C 0.209 -0.834 -1.768 -0.22
C 0.461 -0.914 -0.282 -0.44
C -0.720 -0.442 0.600 -0.41
C -0.239 0.049 1.965 -0.23
N 0.095 1.453 1.936 -0.86
N 0.057 0.603 -2.109 -0.67
H -0.728 -1.331 -2.012 0.23
H 1.025 -1.257 -2.323 0.24
H 0.675 -1.910 0.069 0.26
H 1.344 -0.319 -0.028 0.21
H -1.492 -1.206 0.708 0.23
H -1.324 0.347 0.164 0.18
H -1.044 -0.102 2.683 0.22
H 0.545 -0.620 2.343 0.18
H 1.081 1.623 1.775 0.36
H -0.086 1.973 2.784 0.39
H 0.970 1.055 -2.016 0.44
H -0.259 0.798 -3.060 0.45
H -0.569 1.035 -1.428 0.45
```

Properties
**SMILES**: NCCCC[NH3+]
**E_HOMO**: -12.881 eV
**Total charge**: +1
**Frontier orbital gap**: 9.34 eV

=====

two:
Entry from the Open Molecules 2025 dataset: a gas-phase ion, C4H13N2 (charge +1) (wB97M-V/def2-TZVPD).

```
19
Properties=species:S:1:pos:R:3:nbo_charge:R:1
C 1.676 0.719 -0.474 -0.24
C 1.152 -0.673 -0.755 -0.41
C -0.491 -0.787 -0.908 -0.24
C -2.324 0.168 0.658 -0.44
N -1.010 -0.552 0.451 -0.55
N 1.458 1.086 0.927 -0.87
H 1.175 1.423 -0.995 0.20
H 2.719 0.777 -0.956 0.21
H 1.464 -0.994 -1.775 0.24
H 1.417 -1.467 -0.066 0.21
H -0.757 -1.829 -1.269 0.24
H -0.920 -0.042 -1.664 0.24
H -1.959 1.157 0.143 0.24
H -2.483 0.393 1.795 0.25
H -3.235 -0.385 0.354 0.26
H -1.193 -1.501 0.866 0.43
H -0.263 -0.303 1.111 0.48
H 2.184 0.720 1.539 0.38
H 1.389 2.090 1.016 0.39
```

Properties
**SMILES**: C[NH2+]CCCN
**E_HOMO**: -13.721 eV
**Total charge**: +1
**Frontier orbital gap**: 10.61 eV

=====

three:
Entry from the Open Molecules 2025 dataset: a molecular structure, C4H13N2 (wB97M-V/def2-TZVPD).

```
19
Properties=species:S:1:pos:R:3:nbo_charge:R:1
N -2.317 1.611 0.597 -0.90
C -0.613 -0.886 -0.484 -0.50
C -1.200 -0.577 0.829 -0.15
C 0.435 0.214 -0.813 -0.42
N 1.573 0.152 0.443 -0.58
C 2.627 -0.566 -0.199 -0.44
H -1.290 -0.837 -1.341 0.26
H -2.272 2.374 1.259 0.42
H -2.963 1.843 -0.143 0.42
H -0.217 -1.928 -0.493 0.32
H -0.456 -0.325 1.616 0.27
H -2.042 -1.099 1.274 0.28
H -1.699 0.600 0.709 0.26
H 0.997 -0.105 -1.702 0.29
H -0.082 1.119 -1.137 0.28
H 0.544 0.662 0.405 0.52
H 2.384 -1.576 -0.535 0.20
H 3.254 0.004 -0.923 0.23
H 3.340 -0.683 0.638 0.25
```

Properties
**E_HOMO**: -12.955 eV
**Total charge**: +1
**Frontier orbital gap**: 4.96 eV

=====

Best to worst by energy: one, two, three.